1.
A cluster of 2 separate species, C2HBrN2O2 in total in a non-equilibrium geometry, computed with wB97M-V/def2-TZVPD.

```
8
Properties=species:S:1:pos:R:3:forces:R:3:lowdin_charge:R:1
Br -1.11484 -0.44976 1.59116 1.2 3.1 1.6 0.390
O -0.70659 -2.47039 -0.63652 -0.8 -3.2 0.0 0.167
O 1.61462 1.76600 0.75346 1.7 0.9 0.7 0.121
N -0.36581 -0.30229 -1.50751 1.0 0.4 -0.2 0.079
N 0.37436 0.74512 -0.90774 -1.6 -2.3 -2.5 0.090
C -0.51884 -1.48106 -1.15395 1.9 5.2 0.8 -0.389
C 1.17203 1.19059 -0.15211 -1.9 -1.0 0.5 -0.393
H -0.45493 1.00179 2.01320 -1.4 -3.0 -0.8 -0.066
```
Forces are in eV/Å.

Computed properties:
DFT total energy in eV: -79204.424
HOMO energy in eV: -10.251
Charge: 0
LUMO in eV: -0.17

---

2.
A structure of composition C12H22AuN3O5S, computed with wB97M-V/def2-TZVPD.

```
44
Properties=species:S:1:pos:R:3:forces:R:3:lowdin_charge:R:1
Au -1.93342 1.44712 1.50879 0.0 0.0 -0.3 0.855
S 2.10903 -3.24242 -2.60758 0.1 -0.1 0.1 0.638
O 0.55048 2.99270 -3.48221 0.0 0.1 0.0 0.113
O 1.49232 -3.65170 -1.36532 0.1 0.0 0.0 -0.317
O 3.53791 -3.33793 -2.76265 -0.1 0.0 0.1 -0.295
O -2.87731 1.92747 3.16249 0.0 -0.1 0.1 -0.456
O 1.92606 1.33156 -3.62565 0.1 0.0 0.0 0.080
N -0.93604 0.93863 -0.24189 0.4 0.3 0.3 -0.083
N 0.83313 0.19513 -1.32426 0.1 -0.1 0.1 0.053
N 1.01748 1.94771 -3.09084 -0.2 -0.2 0.1 -0.330
C -0.89266 2.26118 4.52800 0.1 0.0 0.0 -0.083
C 1.85296 -5.54284 -4.01191 0.0 0.0 0.0 -0.109
C 0.05976 -1.18214 0.62617 0.0 0.0 0.0 0.006
C 0.41987 1.37074 -1.91977 0.2 0.1 -0.3 -0.135
C -3.19580 2.81935 5.30655 0.0 0.0 0.0 -0.056
C -2.11911 4.19143 3.51414 0.0 0.1 0.0 -0.075
C -2.26134 2.78654 4.09850 -0.1 0.0 -0.1 -0.796
C -0.65583 1.83060 -1.24020 -0.3 -0.2 0.1 -0.023
C 1.63081 -1.55386 -2.89677 0.0 0.1 -0.1 -0.212
C 1.95066 -0.68636 -1.67573 -0.1 0.1 0.0 -0.116
C 1.32690 -4.11476 -3.93752 -0.1 -0.1 -0.1 -0.306
C -0.01368 -0.02323 -0.29907 -0.2 -0.1 0.0 -0.312
H 0.55862 -1.56496 -3.09925 0.0 0.0 0.0 0.120
H 0.25751 -4.07870 -3.72820 0.0 0.0 0.0 0.106
H -1.70263 4.89567 4.23889 0.0 0.0 0.0 0.078
H -0.20533 2.24816 3.67713 0.0 0.0 0.0 0.049
H -0.88491 -1.24865 1.16052 0.0 0.0 0.0 0.071
H 1.63732 -6.08709 -3.09356 0.0 0.0 0.0 0.083
H -1.45908 4.16511 2.64229 0.0 0.0 0.0 0.054
H 2.15862 -1.20855 -3.78270 0.0 0.0 0.0 0.104
H 0.25768 -2.11181 0.09286 0.0 0.0 0.0 0.069
H -2.84481 3.52426 6.06386 0.0 0.0 0.0 0.079
H 1.36822 -6.06098 -4.83792 0.0 0.0 0.0 0.081
H -3.26277 1.82787 5.75653 0.0 0.0 0.0 0.079
H 1.53522 -3.55362 -4.85010 0.0 0.0 0.0 0.108
H -0.98704 1.24347 4.91068 0.0 0.0 0.0 0.078
H 0.85099 -1.03474 1.36400 0.0 0.0 0.0 0.105
H -1.24698 2.70769 -1.43060 0.0 0.0 0.0 0.128
H -3.09403 4.55870 3.19018 0.0 0.0 0.0 0.080
H 2.82792 -0.07703 -1.86066 0.0 0.0 0.0 0.134
H -0.45467 2.88761 5.30942 0.0 0.0 0.0 0.079
H 2.92828 -5.55187 -4.17498 0.0 0.0 0.0 0.078
H -4.19542 3.11613 4.98713 0.0 0.0 0.0 0.081
H 2.13513 -1.30158 -0.79877 0.0 0.0 0.0 0.115
```
Forces are in eV/Å.

Computed properties:
DFT total energy in eV: -42033.102
HOMO energy in eV: -8.172
Charge: 0
LUMO in eV: -1.14

---

3.
A structure of composition C23H30BN6O4PdSeTe in a non-equilibrium geometry, computed with wB97M-V/def2-TZVPD.

```
67
Properties=species:S:1:pos:R:3:forces:R:3:lowdin_charge:R:1
Te -2.94987 -0.79707 0.91299 -0.7 -1.0 -0.1 1.858
Pd -0.03832 0.68175 0.20486 1.2 -0.2 0.4 0.987
Se -1.08211 0.38637 2.89197 -0.2 0.7 -1.0 0.905
O 0.18604 1.26770 2.35888 -0.6 -0.5 -0.2 -0.427
O -1.18034 -0.20988 4.34686 0.3 -0.2 0.2 -0.332
O -2.47269 1.02559 2.26931 0.1 0.0 0.7 -0.613
O -1.11011 -0.96171 1.59626 0.4 0.6 0.4 -0.723
N 0.29422 2.45611 -0.48704 -0.2 0.4 0.2 -0.053
N 0.40463 0.11394 -1.63684 0.0 0.0 -0.3 -0.034
N 3.13443 0.85264 -0.10291 -0.3 -0.1 0.0 0.013
N 2.35146 0.04735 0.66547 -0.1 -0.1 -0.1 0.057
N 1.54216 2.73166 -0.92183 0.0 0.0 0.0 0.057
N 1.59794 0.57799 -2.10469 0.1 -0.2 0.0 0.052
C 4.39888 0.86725 0.38042 0.0 0.0 0.0 -0.270
C 5.49781 1.64551 -0.25768 0.1 0.0 0.0 -0.015
C -4.44887 -2.93449 2.23643 0.1 -0.1 -0.2 -0.271
C -5.51139 -5.35492 1.39196 0.0 0.0 0.0 -0.058
C -0.12373 -0.67881 -2.57128 -0.1 0.0 0.0 -0.308
C 2.54309 -1.35013 2.65990 0.0 -0.1 0.1 -0.027
C -3.83334 -1.62776 2.65944 -0.1 0.1 -0.2 -0.262
C -4.52668 -4.73902 0.63873 0.0 0.0 0.0 -0.028
C -0.40283 3.58601 -0.35887 0.1 0.1 -0.1 -0.295
C 3.11400 -0.43581 1.62974 0.1 0.0 -0.1 -0.342
C -5.43901 -3.55713 2.98759 0.0 0.1 0.0 -0.024
C 1.82608 0.05631 -3.31802 -0.1 -0.1 0.0 -0.244
C 0.42418 4.63335 -0.75804 0.1 0.0 0.0 0.042
C 3.05484 0.34324 -4.10783 0.0 0.0 0.0 -0.004
C -2.88987 -2.84648 0.27258 -0.2 0.2 -0.1 -0.306
C -3.97629 -3.53460 1.06398 -0.1 0.0 0.2 -0.275
C -5.96278 -4.76795 2.56759 0.0 0.0 0.0 -0.057
C 4.42737 0.05013 1.49182 0.0 0.1 -0.1 0.026
C 2.87694 4.70534 -1.62256 0.0 0.0 0.0 -0.001
C -1.81231 3.63782 0.11292 0.0 -0.1 0.0 -0.014
C -1.43796 -1.35504 -2.43283 -0.1 0.1 0.0 -0.032
C 0.74779 -0.75135 -3.64798 0.1 0.1 0.0 0.038
C 1.63785 4.05804 -1.11130 0.0 0.0 0.1 -0.244
B 2.50918 1.56159 -1.30580 0.1 0.0 0.2 -0.476
H -4.51808 -0.90195 3.09293 0.0 -0.1 0.0 0.091
H 5.28463 2.71513 -0.26636 0.0 0.0 0.0 0.073
H -2.37335 4.34672 -0.49364 0.0 0.0 0.0 0.090
H 3.95073 0.04674 -3.56288 0.0 0.0 0.0 0.092
H -5.93598 -6.29195 1.05841 0.0 0.0 0.0 0.113
H -1.79482 -1.67116 -3.41084 0.0 0.0 0.0 0.096
H -2.18930 -0.67528 -2.02093 0.0 0.0 0.0 0.051
H -6.73269 -5.25122 3.15333 0.0 0.0 0.0 0.114
H 5.28225 -0.16315 2.11059 0.0 0.0 0.0 0.113
H -3.13122 -2.84916 -0.78906 0.1 -0.1 0.0 0.054
H -2.98403 -1.75830 3.33600 0.0 0.1 0.0 0.077
H -1.86386 3.95900 1.15355 0.0 0.0 0.0 0.094
H 2.75199 5.78547 -1.61169 0.0 0.0 0.0 0.089
H 3.24006 -2.14960 2.90957 0.0 0.0 0.0 0.083
H -2.29123 2.66123 0.04359 0.0 0.0 0.0 0.051
H 3.73816 4.45211 -1.00545 0.0 0.0 0.0 0.079
H -1.88752 -3.25719 0.40745 0.0 0.0 0.1 0.090
H 3.02155 -0.21150 -5.04267 0.0 0.0 0.0 0.088
H 5.66707 1.32993 -1.28786 0.0 0.0 0.0 0.082
H 3.09110 4.39184 -2.64442 0.0 0.0 0.0 0.090
H -1.35275 -2.24106 -1.80643 0.0 0.0 0.0 0.065
H 3.13722 1.40471 -4.33885 0.0 0.0 0.0 0.089
H 0.16611 5.67738 -0.79364 0.0 0.0 0.0 0.122
H 6.42148 1.49694 0.29745 0.0 0.0 0.0 0.085
H 0.60945 -1.31173 -4.55606 0.0 0.0 0.0 0.122
H -4.18458 -5.19661 -0.28111 0.0 0.0 0.0 0.121
H 1.62823 -1.81213 2.28510 0.0 0.0 0.0 0.064
H 2.31661 -0.81477 3.58442 0.0 0.0 0.0 0.082
H 3.36224 1.99725 -2.01048 0.0 0.0 -0.1 0.115
H -5.79981 -3.09123 3.89579 0.0 0.0 0.0 0.123
```
Forces are in eV/Å.

Computed properties:
DFT total energy in eV: -118256.478
HOMO energy (alpha / beta) in eV: -10.956 / -10.956
Charge: +1
LUMO (alpha / beta) in eV: -4.15 / -4.15